No. 1
12
Properties=species:S:1:pos:R:3:forces:R:3:mulliken_charge:R:1 method="wB97M-V/def2-TZVPD" smiles="C=NC.C=O" gap_ev=10.669 charge=0 lumo_energy_ev=0.89 de_lowest_kcal_mol=68.16 e_homo_ev=-9.781
O 0.773 -3.396 1.166 0.13 -0.11 -0.12 -0.3808
N 0.099 0.536 -0.837 0.99 1.08 0.15 -0.3447
C -0.129 -2.639 1.379 -0.09 0.10 0.27 -0.1094
C 0.554 0.701 0.335 0.08 -0.61 -0.80 -0.3880
C -0.408 1.734 -1.521 0.22 -0.58 0.40 -0.7183
H 0.345 1.565 0.975 0.24 0.13 -0.13 0.2494
H 1.284 -0.055 0.619 -0.45 -0.15 0.84 0.3534
H -0.895 -2.397 0.627 -0.01 0.00 -0.12 0.2446
H -0.240 -2.148 2.366 -0.03 0.03 -0.05 0.2440
H -0.880 1.347 -2.418 -0.67 0.66 0.03 0.2573
H 0.449 2.332 -1.830 0.20 -0.26 -0.20 0.2909
H -0.952 2.421 -0.862 -0.61 -0.30 -0.26 0.3015

---

No. 2
12
Properties=species:S:1:pos:R:3:forces:R:3:mulliken_charge:R:1 method="wB97M-V/def2-TZVPD" smiles="CN(C)C=O" gap_ev=10.289 charge=0 lumo_energy_ev=0.75 de_lowest_kcal_mol=38.15 e_homo_ev=-9.534
O -0.149 2.258 -0.873 0.81 -2.62 0.34 -0.5810
N 0.000 0.049 -0.148 2.49 -0.69 -0.68 0.1368
C -1.375 -0.137 -0.175 -4.20 0.00 1.02 -0.8009
C 0.472 1.240 -0.499 1.05 3.93 0.71 0.0304
C 1.006 -0.820 0.461 0.55 -3.43 -1.05 -0.9362
H 1.210 -0.536 1.482 0.30 0.19 0.25 0.3739
H 1.986 -0.975 -0.154 -1.73 1.05 1.00 0.3413
H 0.691 -1.941 0.500 -0.14 2.04 -0.04 0.3004
H -1.816 0.801 0.382 0.27 -1.81 -1.26 0.2687
H 1.571 1.356 -0.156 -1.16 -0.22 -0.98 0.2986
H -1.869 -0.233 -1.204 0.97 0.42 1.22 0.2432
H -1.728 -1.063 0.384 0.80 1.13 -0.52 0.3248

---

No. 3
12
Properties=species:S:1:pos:R:3:forces:R:3:mulliken_charge:R:1 method="wB97M-V/def2-TZVPD" gap_ev=10.579 charge=0 lumo_energy_ev=0.98 de_lowest_kcal_mol=60.31 e_homo_ev=-9.601
O 1.809 -0.104 -0.214 -1.39 1.08 0.15 -0.4019
N -1.544 -0.037 -0.401 0.34 -2.15 2.64 -0.7733
C 0.714 -1.027 -0.093 -0.04 -1.45 -0.36 -0.5521
C -0.269 0.037 0.438 -1.04 -1.33 -0.06 0.4608
C 0.813 0.990 -0.064 0.97 0.53 -1.49 -0.5150
H 0.622 1.484 -1.068 -0.22 -0.91 0.89 0.2380
H 1.200 1.800 0.531 0.06 0.03 0.75 0.2606
H 0.313 -1.370 -1.101 0.64 0.30 1.05 0.2590
H -2.203 -0.661 0.189 1.33 1.02 -1.46 0.2585
H 1.023 -1.914 0.512 -0.44 0.65 -0.29 0.2753
H -1.989 0.831 -0.299 -0.83 1.77 -0.07 0.2306
H -0.488 -0.028 1.570 0.61 0.46 -1.75 0.2595

---

No. 4
12
Properties=species:S:1:pos:R:3:forces:R:3:mulliken_charge:R:1 method="wB97M-V/def2-TZVPD" smiles="C=NC.C=O" gap_ev=10.597 charge=0 lumo_energy_ev=0.88 de_lowest_kcal_mol=61.33 e_homo_ev=-9.718
O -1.199 -0.200 -5.034 0.03 -0.03 -0.02 -0.3725
N 0.739 1.151 3.315 0.42 0.04 -0.23 -0.3885
C -0.885 -1.116 -5.744 -0.13 0.34 0.22 -0.0624
C -0.558 0.679 2.885 -0.29 -0.55 -0.17 -0.7113
C 1.746 0.500 2.921 -0.43 0.21 0.37 -0.2112
H 2.734 0.843 3.213 0.06 -0.07 -0.08 0.2575
H -0.212 -0.952 -6.603 0.00 -0.21 -0.04 0.2176
H -1.272 -2.130 -5.550 0.11 -0.11 -0.16 0.2173
H -0.608 -0.410 2.737 0.19 0.00 0.12 0.2981
H 1.644 -0.409 2.325 0.17 -0.12 -0.11 0.2207
H -0.820 1.101 1.912 -0.04 0.34 0.18 0.2732
H -1.310 0.942 3.623 -0.08 0.15 -0.08 0.2616

---

No. 5
12
Properties=species:S:1:pos:R:3:forces:R:3:mulliken_charge:R:1 method="wB97M-V/def2-TZVPD" smiles="NC=O.C=C" gap_ev=11.017 charge=0 lumo_energy_ev=0.81 de_lowest_kcal_mol=43.85 e_homo_ev=-10.202
O 2.290 -0.684 -1.817 -0.12 -0.07 -0.47 -0.5218
N 1.576 -0.572 0.324 -0.02 0.11 -0.35 -0.3563
C -2.226 1.645 1.146 0.29 -1.34 0.66 -0.3856
C -3.117 0.648 1.133 -0.41 1.45 -2.50 -0.5097
C 1.508 -1.025 -0.968 0.28 0.75 0.53 0.1392
H 0.614 -1.636 -1.146 0.10 -0.36 -0.11 0.2940
H -2.442 2.688 0.966 -0.21 0.01 0.40 0.2382
H -1.209 1.350 1.373 0.32 0.41 -0.29 0.1878
H -2.844 -0.355 0.820 0.20 -0.26 1.17 0.2425
H 2.298 0.093 0.563 0.11 -0.30 -0.10 0.2246
H 1.243 -1.174 1.042 -0.37 -0.13 0.51 0.2235
H -4.106 0.940 0.771 -0.17 -0.29 0.55 0.2237

---

No. 6
12
Properties=species:S:1:pos:R:3:forces:R:3:mulliken_charge:R:1 method="wB97M-V/def2-TZVPD" smiles="CNCC=O" gap_ev=10.074 charge=0 lumo_energy_ev=0.93 de_lowest_kcal_mol=59.85 e_homo_ev=-9.143
O 1.777 -1.042 -0.381 0.35 0.02 -0.24 -0.4750
N -0.810 0.362 -0.573 -2.19 -1.82 0.79 -0.4140
C -1.036 -1.038 0.082 0.90 -0.22 -1.11 -0.8374
C 1.594 0.085 -0.038 -0.81 2.09 0.48 0.0929
C 0.335 0.981 -0.084 1.80 0.35 0.38 -0.4830
H -1.655 0.955 -0.445 0.91 -0.76 -0.12 0.2514
H -1.892 -1.393 -0.444 -0.96 -0.26 -0.16 0.3489
H -0.198 -1.766 -0.365 -1.76 1.84 1.78 0.2894
H 0.594 1.997 -0.492 -0.14 -1.06 -0.49 0.3871
H 2.282 0.728 0.548 1.01 -0.60 -0.12 0.2876
H 0.310 1.276 0.967 -0.25 -0.18 0.87 0.3136
H -1.302 -1.145 1.227 1.14 0.60 -2.06 0.2384

---

| no. | E (eV) |
| --- | --- |
| 1 | -6759.79452 |
| 2 | -6761.09596 |
| 3 | -6760.13518 |
| 4 | -6760.09075 |
| 5 | -6760.84886 |
| 6 | -6760.15507 |